Entry from OMol25: an isolated molecule of C14H17N3O3S in a non-equilibrium geometry (ωB97M-V with the def2-TZVPD basis set).

Results
Lowest unoccupied orbital energy: -0.044 Eh
2S+1: 1
Structure (SMILES): CN1C[C@H]2CCN(C(=O)/C=C/c3ccc([N+](=O)[O-])s3)[C@@H]1C2
Relative energy (zero: lowest compared OMol25 entry of this formula, charge and spin): 7.716 eV

Bonds (Å) are listed after each position.
Geometry (Å):
1 S 5.1988 -1.1481 -1.1509  C19 1.769, C21 1.759
2 O 8.0618 -1.8452 1.3603  N7 1.190
3 O -0.2534 -0.7423 -2.2626  C14 1.192
4 O 7.9161 -1.6233 -0.7527  N7 1.215
5 N -3.5766 -0.2468 -0.1732  C8 1.406, C9 1.431, C10 1.445
6 N -1.2632 0.3035 -0.4949  C10 1.392, C14 1.430, C17 1.434
7 N 7.4412 -1.6463 0.3651  O2 1.190, O4 1.215, C21 1.434
8 C -3.4301 -1.5174 0.4109  N5 1.406, H29 1.126, H32 1.086, H36 1.090
9 C -4.2802 0.8757 0.3680  N5 1.431, C20 1.532, H28 1.096, H34 1.053
10 C -2.5551 0.3395 -1.0108  N5 1.445, N6 1.392, C18 1.571, H35 1.072
11 C 1.1628 -0.2547 -0.5595  C14 1.448, C15 1.417, H23 1.112
12 C -2.1270 2.3808 0.7757  C17 1.552, C20 1.478, H31 1.104, H33 1.080
13 C 5.1267 -1.7973 1.3598  C16 1.487, C21 1.359, H30 1.023
14 C -0.1308 -0.2012 -1.2076  O3 1.192, N6 1.430, C11 1.448
15 C 2.3502 -0.7221 -1.1755  C11 1.417, C19 1.523, H22 1.066
16 C 3.7302 -1.4763 0.9610  C13 1.487, C19 1.422, H37 1.053
17 C -1.1174 1.2155 0.6021  N6 1.434, C12 1.552, H26 1.114, H27 1.083
18 C -2.9809 1.8276 -1.2787  C10 1.571, C20 1.516, H25 1.086, H38 1.120
19 C 3.6147 -1.0069 -0.3764  S1 1.769, C15 1.523, C16 1.422
20 C -3.4351 2.1317 0.1354  C9 1.532, C12 1.478, C18 1.516, H24 1.054
21 C 6.0083 -1.5949 0.3457  S1 1.759, N7 1.434, C13 1.359
22 H 2.4698 -0.8053 -2.2313  C15 1.066
23 H 1.2882 -0.1572 0.5412  C11 1.112
24 H -3.9764 3.0304 0.0364  C20 1.054
25 H -3.8108 1.9612 -1.9658  C18 1.086
26 H -0.1397 1.7307 0.4634  C17 1.114
27 H -1.1659 0.5442 1.4505  C17 1.083
28 H -5.1363 0.9572 -0.3112  C9 1.096
29 H -4.4915 -1.8923 0.4275  C8 1.126
30 H 5.4275 -1.9497 2.3253  C13 1.023
31 H -1.6766 3.3653 0.5593  C12 1.104
32 H -2.8501 -1.5949 1.3253  C8 1.086
33 H -2.2864 2.5164 1.8353  C12 1.080
34 H -4.5929 0.6592 1.3495  C9 1.053
35 H -2.4839 -0.1927 -1.9382  C10 1.072
36 H -2.8591 -2.2827 -0.1141  C8 1.090
37 H 2.9436 -1.5845 1.6520  C16 1.053
38 H -2.1203 2.4435 -1.6461  C18 1.120